133
Properties=species:S:1:pos:R:3:lowdin_spin:R:1 method="wB97M-V/def2-TZVPD" e_lumo_ev="-1.69 / -2.16" charge=+1 orbital_gap_ev="7.2951 / 6.7016" energy_ev=-172622.9255 homo_ev="-8.989 / -8.857" multiplicity=2
C 27.36762 -25.49171 4.75190 -0.001
H 28.47469 -24.91165 7.65743 0.000
O 21.39231 -27.35285 -1.17695 0.000
H 23.90836 -23.71456 10.81114 0.000
C 22.57932 -25.65405 3.54947 0.002
C 21.47364 -25.82762 5.54732 0.000
Cl 31.33590 -26.36739 1.10220 -0.002
H 22.41182 -25.56662 -0.71899 0.000
H 24.92482 -20.80584 0.66533 0.000
C 24.63674 -30.03591 6.17530 0.000
H 29.03621 -30.16611 3.98160 0.000
H 26.58436 -20.49209 3.91704 0.000
C 26.45098 -29.86184 1.66746 0.000
C 26.96806 -26.26349 -0.13458 0.005
H 28.35707 -27.07831 6.99742 0.000
H 21.89484 -30.40582 -1.39492 0.000
H 19.46037 -25.66199 0.19911 0.000
C 24.61462 -19.82128 4.51907 0.000
C 20.36093 -27.24329 -2.03731 0.000
C 28.51455 -29.71415 3.13798 0.000
H 27.97755 -28.88479 3.59830 0.000
C 25.70850 -20.84893 4.45892 0.000
C 23.95256 -30.35009 -2.22762 0.000
C 23.73677 -24.06063 9.79188 0.000
C 25.33865 -30.84678 1.27976 0.000
H 25.70132 -25.07513 9.95266 0.000
H 23.60185 -29.56331 -2.89551 0.000
H 24.60275 -19.93615 -1.43555 0.000
C 25.27349 -21.47211 -0.12373 0.000
O 24.39599 -29.49725 7.34905 0.000
H 27.68405 -27.01174 0.20540 0.000
H 25.76493 -31.77973 0.91098 0.000
H 24.66147 -19.11738 3.68815 0.000
H 24.83238 -26.81897 5.58458 0.000
H 26.02059 -29.00847 2.19151 0.000
H 28.57414 -24.90821 -0.27709 0.008
H 28.04006 -23.53266 5.13796 0.000
C 22.76478 -31.03214 -1.59247 0.000
H 18.63401 -25.86667 -2.09481 0.000
H 26.82151 -26.42315 -1.20281 0.000
H 22.47801 -20.27425 3.86266 0.000
H 24.50878 -31.12461 -2.75567 0.000
O 23.43926 -25.25987 2.69567 0.009
O 23.73605 -22.82745 -1.33284 0.000
C 27.53557 -24.76677 0.02202 0.011
H 20.48419 -27.32457 4.34101 0.000
H 22.74142 -29.62094 1.70689 0.000
H 24.60810 -31.02067 2.06979 0.000
H 30.04862 -24.75009 2.34098 0.000
O 28.07428 -26.58076 5.03851 0.000
C 24.34760 -22.69885 -0.16398 -0.001
H 29.61001 -24.45779 6.38544 0.000
C 23.37203 -29.23163 0.90760 0.000
Cl 31.20087 -20.45343 1.41714 0.000
H 24.05020 -32.39534 -0.35715 0.000
O 24.16756 -23.85439 6.33589 0.000
H 20.14022 -25.22333 -2.65124 0.000
H 20.24606 -24.30693 -0.56860 0.000
H 22.74217 -24.47869 9.94712 0.000
H 26.05546 -20.79434 -1.98779 0.000
H 26.30284 -27.65652 6.17523 0.000
C 25.07052 -20.91544 -1.53690 0.000
H 24.06672 -28.65128 4.69814 0.000
H 26.73883 -24.08126 6.21718 0.000
C 27.65290 -24.37992 5.70397 0.000
C 24.09967 -21.85385 -2.26543 0.000
H 24.35918 -26.13884 9.81583 0.000
H 24.53717 -22.30857 8.69346 0.000
C 21.46170 -27.19587 4.80578 0.000
C 24.58579 -28.07017 7.37053 0.000
H 24.57896 -19.26343 5.45482 0.000
H 22.73135 -31.84686 0.62811 0.000
C 28.82668 -26.45236 6.23863 0.000
C 25.22913 -27.74173 6.00792 0.000
O 24.73504 -25.16695 7.99984 0.000
H 24.63740 -22.37905 -3.05480 0.000
C 28.68837 -25.00172 6.59238 0.000
H 22.78932 -28.71616 0.14416 0.000
O 26.51412 -25.47994 3.85716 -0.002
H 29.27988 -21.84713 1.12503 0.000
C 24.26951 -24.06842 7.49093 0.000
C 20.19219 -25.39559 -0.56350 0.000
C 23.36723 -31.55885 -0.20904 0.000
C 23.29007 -20.62638 4.49879 0.000
H 20.75567 -24.59165 3.92329 0.000
O 23.65870 -21.76096 3.81794 0.000
H 25.84621 -30.38404 -1.17434 0.000
H 22.84984 -22.65677 8.21976 0.000
H 25.02785 -28.79805 -1.03640 0.000
C 24.73650 -25.18136 9.45673 0.000
O 22.47627 -26.95592 3.82594 0.000
H 29.24239 -29.37813 2.39944 0.000
C 30.29421 -25.80745 2.43988 0.003
H 23.63534 -27.58966 7.60259 0.000
Cl 29.71498 -22.10317 3.37463 -0.001
O 24.36288 -23.57740 0.74750 -0.001
H 21.73495 -26.37373 0.64010 0.000
O 25.27328 -22.97387 3.25599 0.007
O 25.71571 -26.53241 0.50878 0.079
O 24.40208 -31.21872 6.00932 0.000
O 27.53275 -24.13162 1.27758 0.211
C 24.88373 -29.87383 -1.13650 0.000
O 20.10121 -28.20085 -2.76387 0.000
H 25.27951 -27.77334 8.15713 0.000
H 29.86552 -26.77958 6.19561 0.000
C 19.70782 -25.89523 -1.90983 0.000
H 26.71498 -30.73173 3.56021 0.000
H 22.24879 -24.00008 4.71172 0.000
H 21.64642 -28.07774 5.41920 0.000
Cl 31.09808 -25.95233 3.99545 -0.002
H 27.02058 -29.56226 0.78774 0.000
H 22.73980 -20.86977 5.40768 0.000
H 26.27720 -21.86701 0.03352 0.000
Cu 25.56745 -24.78241 2.01935 0.674
N 24.28288 -30.33731 0.24348 0.000
C 27.32858 -30.57447 2.67315 0.000
C 21.55376 -26.16587 -0.41445 0.000
C 25.00307 -28.94352 5.17349 0.000
C 23.78114 -23.08670 8.58844 0.000
H 22.40140 -31.83940 -2.22838 0.000
H 27.18153 -24.03688 -0.70600 -0.001
C 21.67221 -24.88312 4.43623 0.000
H 30.84130 -22.62945 1.31982 0.000
H 25.91422 -21.35218 5.40365 0.000
H 23.30110 -21.35442 -2.81402 0.000
C 30.19986 -21.83903 1.70956 0.001
H 27.62203 -31.56712 2.33163 0.000
H 22.20506 -25.92655 6.34940 0.000
H 29.34632 -26.34512 2.41737 0.000
H 24.03997 -28.44938 1.26823 0.000
C 24.95529 -21.93906 3.77729 0.001
H 20.45027 -25.66932 5.88758 0.000
H 25.66595 -29.18082 4.34140 0.000